# C86H107N7O11

A 11-piece molecular cluster, C86H107N7O11 overall in a non-equilibrium geometry (ωB97M-V/def2-TZVPD, the OMol25 dataset).

Properties
Charge ... +1
Spin multiplicity ... 2
E_HOMO (spin up / spin down) ... -10.15 / -10.15 eV

Each line ends with the Mulliken charge.
Element x y z (Å)
C 5.48425 4.19339 0.78591  0.266
C -5.77923 6.41928 9.39156  -0.492
C 0.03716 -3.66139 -4.36591  -0.100
O -1.85323 4.74976 7.06979  -0.615
O 1.17235 -3.45180 -9.26959  -0.608
H -1.90927 -6.71700 -1.19274  0.405
C -2.60936 -3.47742 1.55791  -0.892
H -2.55976 4.66926 -7.90284  0.309
C -1.42826 3.62584 0.22052  -0.535
C 1.11031 -8.72602 6.83265  -0.745
H 1.68403 5.20017 -6.65456  0.254
H 2.59087 -10.00656 7.67257  0.398
H 6.36692 -2.52825 -3.55406  0.450
H 2.39744 -7.42849 -11.68622  0.384
C -1.97092 -5.98535 -1.99834  -1.100
H -2.28986 5.94114 3.64589  0.286
H -3.64621 -3.52415 1.89087  0.185
H -2.17709 2.84326 5.84691  0.817
C -3.20037 2.53360 5.99986  -1.095
C -5.05958 7.54242 9.73902  -0.429
H -1.04823 5.07442 -2.50306  -0.381
C -5.92882 2.22272 6.48381  -0.581
C -3.92194 1.52299 5.35109  -0.166
C -3.24319 1.92373 -5.27131  -0.874
C -0.99139 4.70576 -4.59680  -0.278
H 1.71349 -0.10916 7.25532  0.239
H -2.21283 2.59673 1.81909  -0.318
C -3.27309 6.81191 8.40576  -0.689
H -2.17534 4.38972 0.43606  0.598
H -2.25541 6.42149 -8.03576  0.346
H -0.26684 7.25203 -5.24636  0.427
C 2.45342 1.06360 0.45537  -0.265
O 2.16721 -4.04337 6.85517  -0.628
N -3.43214 -4.76439 -0.37772  0.150
C 5.28227 7.91271 0.57248  -0.344
H -1.71411 -2.04303 4.54416  0.615
H -0.09517 4.09414 -4.70069  0.618
C 0.51443 -2.75489 -6.55277  -0.708
H 3.95063 -2.40006 -4.84990  0.329
H 2.90888 1.32182 4.34680  0.132
H 2.99759 -0.03728 6.15366  0.286
C -0.23046 -3.40994 5.42938  -0.596
N 2.07171 1.81368 4.62486  -0.040
H 4.91008 -1.36333 -1.36475  0.495
H 3.64753 9.09901 -0.28427  0.426
H 4.42964 -8.27183 7.42513  0.367
H -3.33792 1.02506 4.59122  0.411
H -1.38653 3.61225 -6.65593  0.213
C 1.42290 5.99704 -5.95821  -1.010
C -3.03822 4.54307 7.41998  0.479
H 0.55250 -2.66885 5.49369  0.616
C 3.41058 7.05654 -0.67161  -0.515
C 2.44293 0.59193 6.84973  -1.090
H -4.01206 1.20580 -5.55679  0.373
C 3.31626 3.29134 -0.21346  0.540
H 0.41459 1.01010 2.33843  -0.265
H -5.17701 -3.60192 -0.97186  0.314
H 6.45162 -2.47608 -1.85306  0.499
C 0.70298 -4.05712 -7.03455  0.150
H -0.50239 3.91223 0.71936  -0.072
H 2.07883 -5.12321 -10.78908  0.456
H 1.70236 0.30618 0.28616  0.709
H -2.19989 -0.20584 1.30677  0.197
H 2.50159 7.18829 -1.23975  0.520
H -5.65551 -6.48763 0.41252  0.293
H -1.02054 1.02855 3.21273  -0.011
H 0.07607 7.12988 3.46166  0.397
H -4.03682 -5.99715 -1.86649  0.290
H -6.83966 6.40136 9.59546  0.407
H -0.48283 2.21014 -7.12589  0.163
C 1.82631 1.74542 5.96193  0.737
C -2.29363 -5.13389 5.62995  -0.527
C -0.77112 -7.02983 6.42673  0.404
H 3.67371 -0.06299 1.74931  0.680
H 2.43803 -1.14540 -1.40345  -0.136
C -5.21644 3.26094 7.14472  0.327
H 1.40068 6.08152 4.03367  0.307
H 3.86490 -4.15957 -5.62087  0.305
H 0.25494 1.02407 -2.18826  0.153
O 0.02629 3.73872 3.47583  -0.444
H -3.19549 -4.60490 -2.60528  0.307
H -2.24178 4.32247 3.27728  0.098
H -1.55361 -3.96325 -0.20479  0.132
H 5.51379 1.55942 1.67859  0.486
O 2.09962 4.66266 -1.68468  -0.542
C 3.06382 -6.80272 6.77052  -0.457
H -6.78955 -5.18076 0.19489  0.459
C -4.86623 -4.43526 -0.34173  -0.238
C 2.04927 -8.35126 -9.82917  -0.711
H 1.54026 2.21240 -0.97337  0.220
H -3.74184 2.79424 -5.69753  0.355
H 4.40567 -4.96332 -3.39404  0.333
C -5.96242 4.14848 8.12734  0.251
O 6.49438 4.03813 1.46576  -0.648
H 6.64996 -4.94546 -1.68917  0.316
H 6.77594 6.63938 1.14355  0.444
N -1.72146 5.18810 3.28541  -0.146
C 2.83514 -2.15512 -1.29915  0.042
O 1.38155 2.72716 6.52382  -0.588
C -2.03165 2.31903 0.78074  -0.144
H 7.79440 -4.28136 -2.94730  0.412
H 2.86802 -2.27572 -0.21635  0.448
C -1.17048 0.11727 1.15181  -0.440
C 4.22148 -1.86341 -2.04581  -0.895
H -1.93045 1.80802 -1.57138  0.738
C -2.83451 5.65337 -7.52317  -1.395
H 0.93755 5.86961 2.35764  0.064
C 3.94674 5.79041 -0.52203  0.168
H -1.23179 3.64456 -0.85147  -0.416
C 3.58185 0.85723 1.19151  -1.220
H -2.25581 -2.53428 1.97455  0.003
C 1.32826 -4.93761 6.59642  0.345
H 2.48719 -9.31158 -10.05810  0.348
C 3.11779 4.59647 -0.91639  -0.027
H -2.10358 -4.24394 2.14507  0.340
C -2.60970 -3.87943 5.06609  -0.759
C 0.75620 -5.19223 -6.08446  0.333
C -3.24697 -5.25778 -1.73396  -0.258
H 0.14774 -0.49386 -1.24233  -0.275
H -2.23345 6.95620 8.15130  0.384
N -0.96092 5.35581 -5.96346  -0.088
C -5.88815 -5.63134 -0.22052  -1.449
C 6.16761 -3.13690 -2.67206  -0.473
C 1.74309 -6.42654 6.60379  0.278
C -0.43793 4.93371 3.52255  0.326
C -3.81912 5.50960 8.23650  0.185
H 1.91862 -8.93425 -7.75041  0.457
H -3.61561 -3.71844 4.70746  0.470
C 1.54391 -6.80861 -7.90633  0.150
H -0.13641 7.16991 -6.89205  0.496
H -1.87568 4.07947 -4.47897  0.083
C 0.16834 -2.49268 -5.23147  -0.612
H 6.48074 -5.14767 -3.51326  0.372
H -3.13013 -5.81418 5.69238  0.395
N 4.77741 -3.16113 -2.41330  0.458
C -1.98136 1.63142 -6.12412  0.761
C 3.41458 -8.08023 7.10992  -0.447
C -1.54234 0.97601 -0.98383  -1.356
C 1.60881 -5.75895 -8.84974  0.622
C -5.25525 1.31438 5.63168  -0.851
C 1.19848 -4.33993 -8.47219  0.283
H 5.81815 8.75888 0.97649  0.391
C 4.02228 -3.94411 -3.44222  -0.501
H -3.18925 1.74453 -4.19749  0.014
C 5.10611 5.61452 0.24636  0.486
H -0.45312 -0.64526 0.84844  0.056
C -2.56834 -3.68172 0.07660  -0.250
C 0.37515 -4.97519 -4.73450  -0.898
C 0.71884 -7.40116 6.67673  0.290
C -5.22340 5.44678 8.60038  0.534
H 3.83029 -6.04393 6.71427  0.416
O 1.09573 -7.61452 -5.75453  -0.687
H -3.89790 5.63653 -7.76197  0.397
C 2.42679 -9.02821 7.24560  -0.458
C 2.12991 -7.25020 -10.65519  -0.389
C -0.41249 0.25096 -1.80757  -0.805
H 5.33278 -3.40059 -5.20373  0.345
C -0.95320 5.67643 -3.40675  -0.502
O -1.77249 0.46258 -6.45528  -0.694
N -1.27126 2.60904 -6.63665  -0.216
C -0.51055 0.44401 2.44701  -0.833
H -0.07181 6.31721 -3.43201  0.273
N -1.08715 1.32350 0.36961  1.685
H -0.83985 -0.34270 -2.61567  0.527
H 1.66891 5.79914 -4.91494  0.085
H -3.00263 2.09630 0.33838  0.444
H -5.79873 0.66294 4.96335  0.386
H -2.39052 0.29285 -1.02820  0.349
H 0.26923 -5.76296 -4.00334  0.651
C -3.88528 3.48425 6.84635  0.555
C 5.80574 6.72824 0.67749  -0.696
C 0.56481 6.16336 3.33890  -0.921
C 1.14858 -6.60515 -6.51679  0.416
H -1.11419 -5.31212 -2.02769  -0.073
C -0.99185 -5.56160 5.95335  0.145
C 4.57053 1.82499 1.22457  -1.096
C -2.36468 5.82146 -6.08841  -0.525
H -2.87731 -2.82883 -0.52772  0.388
H -2.02469 -6.40959 -3.00095  0.420
O -7.02113 3.88353 8.65335  -0.600
C 2.33431 2.25122 -0.24236  0.254
H -5.06353 -4.10938 0.67954  0.226
C 6.76155 -4.50410 -2.67955  -1.267
H -3.03453 5.11541 -5.59760  0.381
O -1.73123 -7.83747 6.50161  -0.643
H -3.09807 8.49117 9.58477  0.386
H -2.51777 6.83631 -5.72132  0.463
C 0.02375 -4.61849 6.03050  0.220
C 0.00685 6.53341 -6.01887  -0.658
H 0.35535 -9.49240 6.92804  0.418
H 4.26225 -1.20397 -2.91274  0.413
H -1.74151 6.42455 -3.49041  0.334
C 4.47337 3.08652 0.56084  0.427
C 4.28110 -3.43642 -4.91949  -0.893
H -5.50419 8.27553 10.39574  0.375
H -0.11074 -3.69827 -3.29672  0.469
H 1.50559 2.53600 4.20313  0.072
H 2.95116 -4.09397 -3.30677  0.175
H 2.14323 -2.73023 -1.91446  -0.192
H -6.99336 2.20815 6.66535  0.446
H 2.98150 0.88964 7.74940  0.312
H 0.61482 -1.90884 -7.21650  0.544
C 1.85921 -8.12835 -8.46693  -0.755
C 1.92212 -5.98677 -10.15970  -0.342
C 4.04787 8.12359 -0.05044  -0.788
C -1.52739 -3.02919 4.94293  -0.117
C -3.79615 7.73906 9.24799  -0.411
H -6.29372 -5.99341 -1.16525  0.403
H -0.04206 -1.50404 -4.85109  0.543
H -0.18441 -0.48752 2.90960  0.559
H 2.09251 6.81547 -6.22255  0.427